Record 1
Here is the ion C24H44BBrN6O4PS3 with charge +1 at a distorted geometry from the OMol25 dataset. Energies are from the ωB97M-V functional and the def2-TZVPD basis.

ORCA input file:
```
! wB97M-V def2-TZVPD RIJCOSX def2/J DEFGRID3
* xyz 1 1
C -2.085 -5.850 -1.166
O -2.369 -4.522 -1.732
B -2.308 -3.451 -0.719
O -2.681 -3.817 0.693
C -1.823 -1.898 -0.953
C -0.206 -1.657 -0.835
C 0.660 -2.081 -2.161
C 1.867 -0.971 -2.487
S 3.473 -1.603 -1.702
C 3.983 -0.437 -0.318
S 2.728 0.229 0.665
N 5.418 -0.037 -0.016
C 5.971 -0.870 1.129
C 7.409 -0.143 1.561
O 8.381 -0.203 0.450
C 7.801 0.424 -0.776
C 6.340 -0.262 -1.198
C -2.698 -1.043 0.146
C -1.961 -0.688 1.601
C -3.100 -0.645 2.818
C -2.498 -0.125 4.252
C -2.197 1.493 4.325
C -0.576 1.854 4.394
C -0.127 2.915 3.182
C -0.719 4.430 3.437
S -1.155 5.377 1.881
C 0.300 5.566 0.721
N 0.466 7.006 0.194
N 1.567 6.959 -0.690
C 2.080 5.530 -0.706
O 1.288 4.621 0.181
N -2.965 0.314 -0.468
C -4.369 0.872 -0.378
C -2.291 0.339 -1.839
N -1.862 1.448 -2.533
Br -2.105 3.216 -1.876
N -2.202 -1.154 -2.213
P -3.542 -1.788 -3.201
C -2.647 -2.851 -4.567
C -4.377 -0.371 -4.246
H -2.182 -6.640 -2.055
H -2.831 -6.209 -0.339
H -0.951 -5.830 -0.814
H -1.886 -3.494 1.245
H 0.046 -0.526 -0.583
H 0.183 -2.290 0.072
H 1.186 -3.106 -1.959
H 0.044 -2.173 -3.152
H 1.533 0.086 -2.059
H 2.029 -0.808 -3.643
H 6.264 -1.975 0.818
H 5.207 -0.928 2.045
H 7.843 -0.632 2.546
H 7.157 0.994 1.764
H 7.569 1.556 -0.534
H 8.558 0.365 -1.696
H 5.937 0.220 -2.210
H 6.568 -1.401 -1.408
H -3.739 -1.438 0.506
H -1.093 -1.460 1.859
H -1.469 0.396 1.562
H -3.474 -1.759 2.997
H -3.991 0.038 2.429
H -1.538 -0.773 4.534
H -3.285 -0.364 5.114
H -2.668 1.900 5.339
H -2.757 2.092 3.460
H 0.093 0.872 4.354
H -0.374 2.340 5.464
H -0.515 2.485 2.165
H 1.055 2.987 3.239
H -0.037 5.087 4.142
H -1.742 4.279 4.033
H 2.969 5.133 -1.357
H -4.377 1.858 0.278
H -4.703 1.158 -1.484
H -5.177 0.126 0.021
H -1.389 1.293 -3.459
H -3.169 -2.782 -5.612
H -2.568 -3.984 -4.282
H -1.534 -2.457 -4.728
H -5.364 -0.008 -3.702
H -4.677 -0.859 -5.292
H -3.622 0.503 -4.469
*
```

Properties
LUMO	-4.326	eV
HOMO level	-10.70	eV
HOMO-LUMO gap	6.37	eV


Record 2
Here is a cluster of 3 separate species, C24H44F2N3O12S in total at a distorted geometry from the OMol25 dataset. Energies are from the ωB97M-V functional and the def2-TZVPD basis.

ORCA input file:
```
! wB97M-V def2-TZVPD RIJCOSX def2/J DEFGRID3
* xyz 1 1
C 2.653 -2.725 -1.838
C 1.234 -2.119 -1.745
C 0.244 -2.608 -2.798
N 0.396 -2.069 -4.183
C 1.299 -1.051 -4.385
C 0.911 0.241 -3.970
C -0.427 0.455 -3.301
O -1.460 0.016 -3.737
O -0.403 1.171 -2.136
C 1.715 1.302 -4.149
C 2.930 1.102 -4.768
O 3.744 2.146 -4.965
N 2.985 3.313 -5.533
O 3.502 4.280 -5.235
N 3.318 -0.087 -5.163
C 4.641 -0.170 -5.831
C 5.787 -0.047 -4.777
C 7.004 -0.874 -5.189
F 5.261 -0.469 -3.570
C 2.518 -1.171 -4.976
S 3.068 -2.784 -5.530
O 2.388 -3.803 -4.847
O 3.105 -2.794 -6.936
F 4.537 -2.796 -5.025
H 2.598 -3.747 -2.199
H 3.017 -2.790 -0.813
H 3.355 -2.099 -2.388
H 1.273 -1.031 -1.635
H 0.840 -2.479 -0.794
H -0.781 -2.461 -2.452
H 0.363 -3.689 -2.866
H 0.437 -2.778 -4.896
H 0.266 0.778 -1.556
H 1.448 2.293 -3.823
H 4.733 -1.046 -6.458
H 4.748 0.686 -6.491
H 6.057 1.004 -4.722
H 7.815 -0.226 -5.502
H 7.281 -1.465 -4.318
H 6.768 -1.570 -5.991
C -2.798 0.874 1.356
O -3.467 -0.223 0.774
C -3.045 -0.468 -0.556
C -3.246 -1.918 -0.934
O -2.252 -2.792 -0.404
C -2.320 -3.081 0.990
C -3.452 -4.011 1.367
O -4.682 -3.310 1.408
C -5.791 -4.142 1.135
H -3.031 1.800 0.820
H -3.137 0.964 2.387
H -1.714 0.706 1.362
H -1.986 -0.213 -0.677
H -3.646 0.167 -1.220
H -3.140 -1.992 -2.020
H -4.251 -2.262 -0.685
H -2.343 -2.166 1.583
H -1.382 -3.592 1.220
H -3.263 -4.426 2.365
H -3.500 -4.833 0.642
H -5.698 -4.602 0.144
H -6.684 -3.521 1.144
H -5.891 -4.923 1.896
C -4.341 4.113 5.875
O -3.184 3.444 6.328
C -2.785 2.399 5.460
C -1.300 2.135 5.582
O -0.488 3.084 4.901
C -0.370 4.375 5.489
C 0.496 4.408 6.729
O -0.215 3.918 7.853
C 0.633 3.350 8.827
H -5.202 3.436 5.853
H -4.548 4.927 6.567
H -4.179 4.537 4.877
H -3.023 2.651 4.419
H -3.340 1.495 5.746
H -1.094 1.181 5.091
H -0.999 2.033 6.626
H -1.350 4.815 5.677
H 0.118 4.988 4.728
H 0.789 5.445 6.939
H 1.399 3.811 6.554
H 1.210 2.519 8.404
H 0.008 2.963 9.629
H 1.316 4.101 9.238
*
```

Properties
LUMO	-5.155	eV
HOMO level	-10.45	eV
HOMO-LUMO gap	5.30	eV


Record 3
Here is a structure of composition C24H44IrN5O5SbSi3 from the OMol25 dataset. Energies are from the ωB97M-V functional and the def2-TZVPD basis.

ORCA input file:
```
! wB97M-V def2-TZVPD RIJCOSX def2/J DEFGRID3
* xyz 2 6
Ir -1.062 -0.308 0.094
O -0.777 1.798 1.266
C -1.685 2.624 1.359
C -2.859 2.703 0.514
C -3.803 3.688 0.830
C -4.919 3.830 0.047
C -5.136 3.031 -1.072
C -4.211 2.065 -1.404
C -3.066 1.877 -0.621
O -2.209 0.936 -1.003
N -5.910 4.864 0.401
O -5.655 5.561 1.361
O -6.888 4.954 -0.304
H -1.614 3.390 2.144
H -3.662 4.336 1.685
H -6.029 3.183 -1.662
H -4.356 1.429 -2.266
O -2.358 -3.266 -2.417
C -1.587 -2.571 -1.880
N -0.748 -1.875 -1.345
C 3.832 3.125 -1.755
Si 2.180 2.806 -0.951
C 0.738 3.735 -1.693
C 2.297 2.886 0.923
Sb 1.435 0.243 -0.976
Si 3.306 -1.426 -0.282
C 3.278 -1.237 1.589
C 2.766 -3.140 -0.831
C 4.931 -0.898 -1.044
Si 1.240 0.073 -3.826
C 1.452 -1.768 -3.960
C 2.610 1.065 -4.593
C -0.488 0.749 -3.954
H 4.144 4.138 -1.481
H 3.809 3.080 -2.842
H 4.602 2.443 -1.391
H 0.768 4.776 -1.359
H -0.223 3.311 -1.396
H 0.785 3.748 -2.784
H 2.314 3.951 1.187
H 3.231 2.451 1.282
H 1.458 2.432 1.449
H 2.271 -1.323 2.004
H 3.695 -0.279 1.907
H 3.896 -2.019 2.041
H 1.684 -3.284 -0.794
H 3.239 -3.883 -0.182
H 3.090 -3.354 -1.850
H 5.266 0.070 -0.668
H 4.875 -0.846 -2.134
H 5.707 -1.628 -0.797
H 2.491 -2.074 -3.834
H 1.163 -2.029 -4.986
H 0.815 -2.327 -3.276
H 3.580 0.868 -4.136
H 2.406 2.136 -4.581
H 2.685 0.761 -5.643
H -1.155 0.351 -3.188
H -0.884 0.442 -4.930
H -0.509 1.838 -3.913
C 0.791 -4.111 3.533
C 0.785 -4.068 2.021
N -0.010 -2.922 1.583
C -1.003 -2.367 2.307
N -1.653 -1.319 1.747
C -2.910 -0.878 2.373
C -2.779 -0.912 3.883
C -2.422 -2.319 4.306
N -1.303 -2.841 3.513
C -0.640 -4.046 4.028
H 1.358 -3.269 3.935
H 1.265 -5.028 3.881
H 0.361 -4.989 1.612
H 1.793 -3.955 1.622
H -0.036 -2.721 0.589
H -3.731 -1.513 2.028
H -3.117 0.137 2.032
H -3.710 -0.613 4.362
H -2.001 -0.212 4.195
H -3.276 -2.990 4.179
H -2.129 -2.355 5.354
H -1.205 -4.931 3.721
H -0.676 -3.993 5.114
*
```

Properties
LUMO (alpha / beta)	-5.339 / -8.794	eV
HOMO level (alpha / beta)	-12.90 / -13.98	eV
HOMO-LUMO gap (alpha / beta)	7.56 / 5.19	eV